(1)
Density functional theory data (the ωB97M-V functional and the def2-TZVPD basis) for C30H47BGeN8O2PtS2 as an isolated structure at a distorted geometry.

The value obtained for the HOMO energy is -7.5 eV. The calculated total energy is -4777.40030 Ha. Its total charge is 0. The value obtained for the energy relative to the best compared isomer or geometry (same formula, charge and spin) is 205.7 kJ/mol.

Cartesian coordinates (Å):
Pt: 0.0054 -0.5021 -0.1657
S: -1.6066 0.2754 1.9265
C: -1.5031 -1.3740 2.3759
S: -0.7622 -2.2779 1.0878
C: -1.8251 -1.9653 3.5799
C: -2.4199 -1.2054 4.6212
N: -2.8934 -0.5777 5.4638
C: -1.5701 -3.3453 3.7978
N: -1.3586 -4.4691 3.9457
C: -3.2341 -0.5974 -1.3442
N: -2.7264 0.4548 -2.2108
C: -3.5244 0.8286 -3.3607
C: -3.4695 2.3577 -3.3610
N: -2.4093 2.6741 -2.4099
C: -2.4790 3.9922 -1.7934
C: -1.9834 1.5197 -1.7665
N: -0.9955 1.3848 -0.9388
C: -0.2294 2.5455 -0.5028
C: 1.2364 2.2008 -0.3338
N: 1.4189 1.1600 0.6656
C: 2.5795 0.9638 1.2151
N: 2.7422 0.1775 2.3059
C: 1.6851 -0.4963 3.0259
C: 4.1342 -0.1229 2.5581
C: 4.8319 0.9969 1.8024
N: 3.8412 1.3845 0.8023
C: 4.1583 2.6026 0.0812
H: -4.2837 -0.4002 -1.1006
H: -2.6700 -0.6286 -0.4175
H: -3.1666 -1.5682 -1.8378
H: -4.5430 0.4556 -3.2455
H: -3.1091 0.4044 -4.2788
H: -4.4169 2.7998 -3.0361
H: -3.2303 2.7556 -4.3482
H: -3.3907 4.4743 -2.1462
H: -1.6439 4.6381 -2.0659
H: -2.5392 3.9246 -0.7073
H: -0.6290 2.9281 0.4420
H: -0.2570 3.3431 -1.2447
H: 1.7455 3.1313 -0.0779
H: 1.6103 1.8710 -1.3103
H: 0.8309 0.1687 3.1359
H: 2.0679 -0.7543 4.0126
H: 1.3607 -1.4115 2.5272
H: 4.4099 -1.1097 2.1669
H: 4.3405 -0.1066 3.6283
H: 5.7448 0.6600 1.3104
H: 5.0788 1.8423 2.4564
H: 5.2407 2.6304 -0.0384
H: 3.8557 3.5047 0.6235
H: 3.7256 2.6116 -0.9147
C: 2.6683 0.1394 -2.9412
Ge: 2.8130 -1.5749 -1.9987
C: 4.6669 -1.7106 -1.3546
C: 2.4948 -3.0492 -3.2470
C: 1.6827 -1.7284 -0.3914
H: 3.1067 0.0374 -3.9350
H: 3.2210 0.9140 -2.4076
H: 1.6310 0.4496 -3.0578
H: 5.3758 -1.6957 -2.1828
H: 4.8181 -2.6330 -0.7928
H: 4.8906 -0.8675 -0.6975
H: 3.2967 -3.0683 -3.9864
H: 1.5493 -2.9528 -3.7790
H: 2.4925 -4.0030 -2.7194
H: 2.3205 -1.4429 0.4485
H: 1.4198 -2.7775 -0.2496
C: -3.2162 -3.4120 -7.7831
C: -1.7552 -3.0930 -7.4396
C: -0.8458 -4.1878 -8.0144
C: -1.3873 -1.7668 -8.1042
C: -1.5834 -3.0436 -5.9212
C: -1.8981 -4.1777 -5.1643
C: -1.7572 -4.2292 -3.7815
C: -1.2840 -3.0922 -3.1677
O: -1.0350 -2.8609 -1.8392
B: -0.5660 -1.5513 -1.7640
O: -0.4947 -0.9959 -3.0501
C: -0.9686 -1.9631 -3.8985
C: -1.1036 -1.9051 -5.2688
H: -3.3509 -3.4363 -8.8661
H: -3.8855 -2.6544 -7.3722
H: -3.5216 -4.3796 -7.3861
H: -0.9120 -4.2004 -9.1041
H: -1.1287 -5.1750 -7.6495
H: 0.1943 -4.0128 -7.7358
H: -1.5406 -1.8465 -9.1811
H: -0.3408 -1.5070 -7.9375
H: -2.0089 -0.9467 -7.7409
H: -2.2644 -5.0615 -5.6690
H: -2.0051 -5.1158 -3.2154
H: -0.8339 -1.0038 -5.7988

***

(2)
Density functional theory data (the ωB97M-V functional and the def2-TZVPD basis) for C17H33BN6PbSi2 as an isolated structure at a distorted geometry.

The value obtained for the HOMO energy (alpha / beta) is -21.3 / -21.3 eV. The calculated total energy is -1791.06558 Ha. Its total charge is +4.

Cartesian coordinates (Å):
C: -1.9253 -0.2516 -2.5392
N: -1.2312 0.7801 -1.9100
N: -0.6653 1.5292 -2.9220
C: -1.0587 1.0303 -4.1234
C: -1.8590 -0.0894 -3.9261
B: 0.2776 2.7107 -2.3857
N: -0.3229 3.6507 -1.2420
N: -0.8101 3.1432 -0.0542
C: -1.2164 4.1978 0.6870
C: -0.9757 5.3941 0.0062
C: -0.3829 5.0056 -1.1873
Pb: -0.8711 0.5160 0.3955
N: 1.6526 2.1828 -1.8426
N: 1.7952 1.4594 -0.6730
C: 3.1155 1.1731 -0.5860
C: 3.8272 1.7338 -1.6435
C: 2.8709 2.3848 -2.4147
H: 3.5711 0.5325 0.1867
H: 2.9876 2.9614 -3.3130
H: 4.8869 1.6260 -1.8442
H: 0.4812 3.4315 -3.3268
H: -0.0330 5.6301 -1.9881
H: -0.8049 1.4618 -5.0537
H: -1.2329 6.3789 0.3547
H: -2.3536 -0.7592 -4.5845
H: -1.6562 4.1160 1.6767
H: -2.3727 -1.0491 -1.9896
H: 0.5918 1.3761 1.8987
C: 0.1187 1.4140 2.9114
H: 0.2106 2.4319 3.2336
H: -0.9637 1.2101 2.8757
H: 0.6183 0.6589 3.5924
C: 1.1677 -4.0681 1.1686
Si: 1.4125 -2.2328 0.8018
C: 2.1156 -1.3758 2.3218
C: 2.6058 -2.2098 -0.6533
C: -0.2848 -1.6908 0.2539
Si: -1.8543 -2.1794 1.1960
C: -1.5067 -2.1608 3.0478
C: -3.4103 -1.0866 1.0115
C: -2.2620 -3.8345 0.4393
H: 2.1690 -4.4466 1.4313
H: 0.8049 -4.5671 0.2545
H: 0.4586 -4.2691 1.9861
H: 3.0187 -1.9560 2.5792
H: 2.4332 -0.3278 2.1960
H: 1.4416 -1.4207 3.1931
H: 2.2033 -2.8178 -1.4793
H: 2.8451 -1.2196 -1.0618
H: 3.5463 -2.6719 -0.3178
H: -0.3790 -1.7183 -0.8490
H: -1.3821 -1.1616 3.5037
H: -2.4159 -2.6196 3.4738
H: -0.6317 -2.7715 3.3180
H: -3.7869 -1.0192 -0.0229
H: -4.1443 -1.6489 1.6165
H: -3.3894 -0.0595 1.4251
H: -2.4598 -3.7191 -0.6403
H: -1.4215 -4.5295 0.5753
H: -3.1635 -4.1891 0.9620